(1)
Below is C60H146N10O15Y as an isolated structure at a distorted geometry, with properties calculated with wB97M-V/def2-TZVPD.

Computed properties:
Total charge: +1
Strongest force on any atom in eV Å⁻¹: 4.88
HOMO in hartree: -0.3315

Cartesian coordinates (Å):
H (-2.66189, -4.90543, -3.59737)
H (-2.52414, -2.26526, 0.75638)
H (1.70099, 4.41133, 0.29353)
C (-2.33951, -1.19667, 0.60641)
C (2.90968, 3.88843, -2.60014)
H (-6.79843, 5.29821, -0.03565)
H (3.37020, 2.76066, 5.54051)
C (2.90151, -1.19630, -1.84609)
H (-1.40044, 1.16711, 2.02235)
H (-3.19605, -3.40083, -4.24789)
H (2.84018, 4.33665, 1.68216)
C (4.96067, 1.66400, -0.34217)
H (1.39422, 1.02688, 1.00463)
C (-1.33116, -6.80491, -0.10869)
C (-5.33271, 6.64709, -1.60064)
H (-1.37719, 4.82719, -2.44508)
H (3.31740, -0.29780, -1.37492)
H (-5.53313, 6.10133, -2.53191)
C (1.84123, 4.62191, 1.35824)
H (4.29196, -3.53869, 4.81193)
H (2.72618, 0.32407, -4.76606)
H (0.97701, 1.06422, 2.72222)
H (-1.97932, 1.20941, -0.33828)
H (-4.62418, -1.44456, 2.54019)
O (-3.87346, -5.57245, -1.30190)
H (4.57338, 0.58953, 1.87549)
H (3.48445, -2.21909, -0.20637)
C (-3.60711, 5.40960, -6.00222)
C (-2.03884, 6.72252, -7.14540)
C (1.28807, 5.96675, 1.73329)
H (-0.76473, -2.34103, 2.54892)
H (0.82489, 2.84651, 4.94811)
H (1.65611, -7.81874, -4.94363)
H (2.81529, 6.91109, 2.53211)
H (-2.18597, -6.10531, -7.17655)
H (3.36790, -5.67803, 5.37749)
H (4.81930, -1.31658, 6.94968)
H (0.39704, -5.84960, 3.75451)
Y (1.06772, -4.76097, -0.63959)
H (1.06802, -5.25676, 8.49797)
H (-1.11474, -1.87150, -5.17423)
H (5.63615, -1.75689, -0.89543)
C (-0.89412, -6.68618, 1.38449)
C (-5.24720, 2.80269, -4.87636)
C (-5.23266, 4.05129, 0.92904)
C (-2.07699, -4.50125, -0.19207)
C (4.14925, -1.25634, 6.08517)
H (-5.67478, 2.70648, -2.74643)
H (2.02515, -6.05899, -5.21231)
C (-0.71952, 3.99852, -2.20200)
C (1.53969, 3.33279, -2.20479)
H (-2.66218, -5.98339, -5.45413)
H (-4.69612, -7.19910, -0.48236)
H (0.93472, -4.42456, 2.88458)
H (-4.55645, 7.36908, -1.84906)
C (2.37786, 0.05628, -3.76695)
H (-6.61251, -0.20553, -0.03195)
C (0.67402, 0.67215, 1.74809)
H (-1.16329, -0.78311, 3.18653)
H (-0.67670, -4.60171, 3.18845)
H (-2.12648, -3.61663, -0.82447)
H (-5.87457, -5.96382, -0.75091)
H (1.91386, 5.17560, 5.07882)
H (2.49791, -0.83254, 2.90223)
H (-4.18864, 2.56716, -4.80522)
H (-0.51608, -8.27947, -3.95494)
O (0.61433, 4.42575, -2.40557)
H (1.28417, 2.52271, -2.88796)
H (1.23156, 6.61200, 0.84962)
H (1.97402, 4.59677, -4.27625)
H (3.48071, 4.88278, -4.40971)
H (-7.32430, 0.55187, 1.40365)
C (2.08025, -1.27855, 1.98759)
H (3.26104, 3.65008, 4.14240)
C (2.87154, -4.78085, 5.75654)
H (3.55610, -4.29297, -2.17547)
H (-5.54187, 2.44189, 2.12743)
C (-5.83548, 4.82534, -0.23920)
C (1.52307, -4.64596, 7.71774)
H (-0.13958, -0.80510, -2.17888)
C (-0.36796, -2.57587, -4.78174)
O (0.17067, -5.69136, 1.56668)
H (2.59142, 0.10053, 6.73156)
H (1.83368, -1.17635, -1.58486)
C (-1.03943, -0.76506, -0.10785)
N (6.07902, 3.23283, 1.28417)
H (-3.13379, -1.00211, -0.12027)
H (-6.26696, 7.12129, -1.28872)
H (6.28926, 0.02996, 1.74050)
O (1.50441, 5.83878, 7.47465)
C (3.81310, -3.59291, 5.79811)
H (0.37858, -2.63684, -5.57070)
H (-2.19237, -3.43346, -2.83643)
H (-1.78444, -0.26287, -2.05182)
H (4.93402, -1.03062, 1.31523)
H (-5.97133, 4.15029, -1.08859)
N (-5.48583, 4.24606, -4.94866)
C (-0.31825, -1.40630, 2.88871)
C (7.51954, 2.12044, -0.46385)
H (-6.91007, 2.28393, -0.48176)
H (-1.26097, -2.03941, -1.91721)
H (-5.78009, 2.36009, -5.72492)
H (-5.88957, -0.40678, 3.33986)
C (3.57882, -2.42430, -1.27844)
H (-5.68779, 5.67792, -6.34527)
C (-1.08986, -3.95265, -4.70674)
O (0.42454, -2.67882, 0.27385)
H (-0.54071, 2.46380, 1.37659)
H (5.27785, 2.22804, 7.65586)
N (-5.95334, 2.82593, 1.29163)
H (3.58180, 4.96552, -0.82899)
C (1.48846, -6.79613, -4.61315)
H (-0.95031, 3.05606, -2.71169)
H (4.14587, 1.15657, 8.47101)
O (5.28470, 0.32068, -0.08548)
C (3.43139, 0.08697, 6.02340)
H (-4.05936, -0.35203, -2.64435)
O (3.00708, -1.09195, -3.23928)
C (-2.31976, -3.88887, -3.82021)
O (-3.17584, 5.91909, -7.26356)
C (1.09960, 3.25639, 5.92198)
H (-2.49576, -3.69213, -6.33604)
H (-0.49664, -7.04706, -2.63773)
H (-1.70691, -6.26978, 1.98039)
C (5.29148, 0.00413, 1.29720)
H (-3.80042, -5.57365, 0.80633)
H (6.66666, 2.65513, 1.88397)
H (-1.56470, 6.88631, -8.11294)
N (-1.23790, -5.53831, -0.80741)
C (2.16511, 4.34686, 5.74273)
H (-2.53562, -0.80768, 1.59959)
C (-0.61668, 1.37983, 1.28633)
H (1.17981, 3.83838, 1.75245)
O (-5.27952, 0.05186, 1.41249)
H (-0.88232, -3.93520, -6.91821)
N (3.32748, 3.69874, 5.14909)
H (2.67817, 5.93778, -2.09191)
C (-1.89464, -5.74555, -6.18635)
H (2.96003, 0.90375, -3.36110)
H (-3.62293, 6.24093, -5.29062)
H (-0.86048, -7.55705, -6.08023)
H (8.02197, 1.53521, 0.31717)
C (-4.26198, 0.66753, -2.98943)
H (2.72416, -0.76664, 1.27147)
N (2.86723, 4.16414, -4.04337)
H (0.76824, -4.25405, 7.03548)
N (0.22770, -1.27996, 0.44689)
H (2.29905, -2.33230, 2.15882)
O (0.47727, -4.53034, -2.97822)
C (3.38572, 5.12924, -1.89237)
H (-7.00462, 1.95752, -3.63313)
H (-0.68826, -7.53603, -0.60500)
H (-0.65206, -7.68878, 1.73475)
H (-5.00333, 4.73125, 1.75252)
H (3.53233, 5.47854, 6.99145)
H (-5.28440, -6.81993, -2.17493)
C (4.85732, 1.22295, 7.64568)
H (-5.18866, 1.73778, -0.32880)
H (-1.85445, -7.15733, -3.75545)
H (0.17772, 3.63815, 6.37202)
H (-4.08631, 1.26622, -2.08812)
N (0.01477, -4.84279, -4.26174)
H (1.46090, 3.05775, -1.15203)
H (-6.36741, -1.62435, 2.19360)
H (1.88868, -6.75687, -3.59337)
H (2.69906, -2.34750, 7.02272)
H (-2.98463, 4.66628, -5.48999)
O (2.52576, -5.38316, 7.02119)
C (-5.56866, -0.91692, 2.42991)
C (-0.77058, -7.25950, -3.67367)
H (0.23681, 5.89063, 2.01659)
C (-4.99015, -6.42532, -1.20653)
H (-1.26675, 6.30982, -6.48611)
N (3.17870, -2.33632, 6.13514)
C (-1.58207, -4.25704, -6.14622)
H (0.16673, -6.31681, -6.77446)
H (2.07061, -4.57553, 5.04122)
H (4.71521, 1.75341, -1.40535)
H (1.95336, -3.83608, 8.31765)
H (2.27480, -3.34362, -2.45931)
H (7.54765, 1.52459, -1.37406)
C (0.17956, -5.21867, 2.89134)
C (2.56215, 4.97585, 7.07288)
O (1.98798, 6.52596, 2.83457)
H (-1.59007, -5.55006, -1.76210)
H (-6.35936, 4.52865, -4.54295)
H (6.68044, 4.04310, 1.13971)
H (5.68208, 0.52051, 7.76233)
H (-1.73535, -4.10278, 0.76243)
C (-0.57784, -6.50503, -6.00053)
C (-1.08057, -0.99439, -1.65910)
C (0.04039, -6.26337, -4.57806)
O (-4.82634, 5.76538, -0.62291)
H (-0.05121, -2.12873, -3.84315)
H (4.03138, 1.95149, 0.16323)
H (4.30674, 5.54918, -2.30378)
H (4.74214, -3.76371, 6.36415)
H (1.32060, 0.11212, -3.52011)
O (4.27252, 1.18320, 6.34325)
C (5.09793, -2.51218, -1.46397)
H (-2.35051, -7.19402, -0.14832)
H (4.77635, -1.20063, 5.19179)
H (1.00337, 7.38480, 8.77364)
C (-3.55464, -4.96317, -0.07137)
C (1.86573, 6.78917, 8.45897)
H (2.07171, 6.22871, 9.37553)
C (-0.99906, 0.78712, -0.10085)
C (6.12567, 2.62131, -0.07486)
C (-6.44548, 0.54187, 0.75154)
H (2.78008, 4.27109, 7.88892)
H (1.44678, 2.46807, 6.59201)
H (-5.17766, 4.23128, -7.07025)
H (-4.19048, -4.08125, 0.07064)
H (-0.34882, 1.24387, -0.84992)
H (3.69813, 3.12922, -2.56114)
C (-5.93395, 2.16906, -3.66718)
H (5.58422, -3.47547, -1.31340)
H (5.30366, -2.17451, -2.48607)
H (-0.86785, 3.70197, -1.15366)
H (8.20908, 2.96837, -0.45687)
H (2.99601, 0.25029, 5.03798)
H (6.01327, 3.45428, -0.77717)
H (2.56242, 7.54607, 8.09727)
C (-6.14152, 1.91604, 0.19561)
H (-2.29839, 7.70877, -6.73994)
H (0.20089, -1.55400, 3.84027)
C (-5.00392, 4.83873, -6.17783)
H (-4.19588, 3.77456, 0.68062)
N (2.90019, -3.66279, -1.72260)
C (0.62130, -0.84740, 1.80029)
H (-3.57237, 0.82861, -3.82252)
O (-5.58520, 0.78359, -3.40956)

(2)
Below is an isolated molecule of C4H10ClN at a distorted geometry, with properties calculated with wB97M-V/def2-TZVPD.

Computed properties:
Strongest force on any atom in eV Å⁻¹: 2.58
ΔE to the lowest compared entry with this formula, charge and spin in kcal/mol: 26.85
HOMO in hartree: -0.3302
SMILES string: NCCCCCl

Cartesian coordinates (Å):
H (0.85580, -0.65084, -1.49530)
C (1.05010, 0.00750, -0.68500)
H (0.71675, -1.38006, 0.82914)
H (-1.73955, 0.38556, 0.03346)
H (0.15664, 1.97257, -0.98265)
H (-1.31107, -1.40731, -0.34539)
C (-1.18489, -0.52235, 0.34601)
N (-1.80906, -0.91763, 1.58407)
H (-2.71220, -0.50811, 1.63250)
H (0.66822, 0.45953, 1.40080)
H (1.75462, 2.00717, -0.40677)
C (1.08407, 1.43730, -1.06274)
H (2.06156, -0.40552, -0.57451)
H (-1.63295, -1.87310, 1.87337)
C (0.30662, -0.28314, 0.59332)
Cl (1.73534, 1.67843, -2.74032)

Question: What is the formula in the first record?
Answer: C60H146N10O15Y